This record from the OMol25 dataset describes a molecular structure, C20H32Cl4Cu2O16S. The level of theory is ωB97M-V with the def2-TZVPD basis set.

```
75
Properties=species:S:1:pos:R:3:forces:R:3
Cu 2.1205 2.2295 -0.7669 -0.45 -2.47 -0.26
Cu 0.9255 -2.2285 2.0860 0.04 1.90 -0.29
S 1.3074 -0.0609 0.4804 0.91 -0.77 0.21
O 0.6087 0.9776 -0.2849 -1.44 1.42 -0.64
O 1.1755 -1.4194 0.0196 -0.06 -0.66 -0.61
O 2.6678 0.4948 0.3213 1.63 1.12 -0.06
O 0.9277 -0.1167 1.9083 -0.38 -0.75 1.06
C 1.6210 2.2326 -6.9298 -0.17 -0.58 -1.08
C 1.3384 1.1705 -5.8917 -0.12 0.50 -0.44
C 2.3116 -0.0152 -5.8805 -0.69 0.74 -0.16
O 2.6141 -0.2166 -4.4868 0.27 0.12 0.61
C 2.1557 0.7978 -3.7955 -1.13 0.76 -0.99
O 2.1259 0.8646 -2.5827 0.79 0.53 0.91
O 1.6008 1.7395 -4.5713 -0.21 -0.52 0.54
H 2.6799 2.4833 -6.8916 -0.16 0.60 0.02
H 0.9079 3.0558 -6.9817 0.37 0.35 1.04
H 1.4166 1.8810 -7.9499 0.38 -0.75 0.19
H 0.2987 0.8519 -5.9928 -0.05 0.03 0.60
H 3.1808 0.3648 -6.4159 0.36 -1.03 -0.02
H 1.8208 -0.9382 -6.1701 0.53 0.00 -0.69
C 5.4845 1.6065 2.4198 -1.21 -0.75 0.02
C 5.2293 0.4166 3.3442 1.37 1.28 0.94
C 4.2430 0.6989 4.4776 -0.27 0.34 -0.07
O 3.2634 -0.3446 4.2907 -0.72 -0.80 -0.14
C 3.5756 -1.1161 3.2616 0.84 2.02 0.69
O 2.9207 -2.0763 2.8961 -1.64 -0.86 -0.87
O 4.6805 -0.7001 2.6666 -0.83 -1.23 -0.55
H 5.9684 2.3855 3.0035 0.37 -0.01 -0.29
H 4.5194 2.0011 2.0845 -0.03 0.06 0.12
H 5.9950 1.2756 1.5183 0.53 0.23 0.22
H 6.1726 0.1092 3.8010 0.03 -0.23 -0.35
H 3.7513 1.6699 4.3923 -0.12 -0.22 -0.16
H 4.6359 0.6303 5.4893 0.16 -0.29 -0.11
C -0.3300 -2.2481 -3.9111 1.07 1.48 1.26
C -1.0862 -1.6098 -2.7249 -0.92 -2.39 -1.20
C -1.4528 -0.1223 -2.7911 0.56 -1.01 0.49
O -2.8207 -0.1205 -2.4279 -0.05 0.39 -0.11
C -3.3403 -1.3691 -2.4516 0.28 0.25 -0.57
O -4.4781 -1.5892 -2.2061 -0.12 -0.49 0.20
O -2.3867 -2.2474 -2.8348 -0.90 0.35 0.80
H -0.7012 -1.8006 -4.8325 0.33 0.06 -0.10
H -0.3437 -3.3281 -4.0166 -0.53 -0.06 0.49
H 0.7090 -2.0001 -3.6426 0.13 0.07 -0.98
H -0.6950 -1.9652 -1.7656 0.25 0.45 -0.07
H -1.2699 0.2443 -3.8037 -0.27 0.37 0.13
H -0.9237 0.4203 -2.0134 0.15 0.39 -0.36
C -5.6173 -2.0383 1.1865 -0.85 0.05 -0.07
C -4.5972 -2.7939 2.0025 -0.51 -1.48 -1.64
C -4.1016 -4.0844 1.2817 -0.79 -0.62 -0.49
O -2.7452 -3.7964 0.9588 1.56 0.42 -0.33
C -2.3647 -2.6412 1.4815 -0.87 -2.41 1.22
O -1.2114 -2.2386 1.4946 1.31 0.44 -0.04
O -3.3317 -2.1229 2.1802 -0.15 1.85 0.62
H -5.7384 -0.9862 1.4420 0.31 0.01 0.09
H -6.5797 -2.4911 1.4447 -0.01 0.01 0.04
H -5.5632 -2.1594 0.1045 0.58 0.18 0.02
H -5.0734 -3.0889 2.9329 0.74 0.48 0.52
H -4.5297 -4.3793 0.3208 -0.56 0.73 0.11
H -4.1980 -5.0031 1.8648 0.58 0.28 0.41
Cl -0.9551 4.4077 5.2275 0.28 -0.47 -0.25
C -0.4786 2.6991 4.9133 -0.53 0.37 0.21
C 0.5788 2.5223 3.8541 -0.15 -0.58 -0.77
Cl 2.0040 3.5328 4.1574 0.22 -0.07 -0.14
H -1.3967 2.1988 4.6127 0.06 -0.05 -0.06
H -0.1727 2.2897 5.8722 0.20 0.02 -0.04
H 0.2539 2.6823 2.8216 -0.37 0.86 0.30
H 0.8634 1.4707 3.7372 0.28 0.07 0.87
Cl -3.1196 2.1797 -0.2752 0.34 -0.15 -0.19
C -2.0087 1.5560 0.9901 -1.00 0.80 0.42
C -2.8183 1.5222 2.2972 0.11 -1.86 -1.18
Cl -3.3381 3.0898 2.7854 -0.05 0.73 0.57
H -1.2053 2.2869 1.0382 0.17 -0.24 0.09
H -1.6772 0.5666 0.6877 0.03 -0.02 0.11
H -2.3124 0.9428 3.0727 0.31 0.48 0.16
H -3.6918 0.9075 2.0656 -0.14 0.21 0.11
```
Forces are in eV/Å.

Its expectation value of S² is 2.008. As for the spin multiplicity: 3. Its net charge is +2. As for the HOMO energy (alpha / beta): -14.4 / -14.4 eV. The value obtained for the max |F| is 2.8 eV/Å.

This record from the OMol25 dataset describes 8 unconnected molecules or ions with the total composition C32H88N8O8. The level of theory is ωB97M-V with the def2-TZVPD basis set.

```
136
Properties=species:S:1:pos:R:3:forces:R:3
C -7.4627 1.5179 -0.7369 -0.41 -0.62 0.18
O -6.5922 2.0485 -1.6929 0.45 0.58 0.04
C -6.1004 1.1678 -2.6671 -0.41 -1.20 -0.16
C -5.1455 1.9180 -3.5662 0.12 1.56 0.51
C -5.8750 2.7387 -4.6183 -0.40 -0.22 0.05
N -4.1456 1.0922 -4.1943 -0.49 -0.80 -0.06
H -7.6230 2.2895 0.0123 -0.08 0.05 -0.04
H -7.0914 0.6138 -0.2359 0.34 0.13 -0.11
H -8.4277 1.2058 -1.1625 0.02 0.24 -0.13
H -5.5675 0.3203 -2.2071 -0.06 0.09 0.13
H -6.9505 0.7375 -3.2234 0.14 -0.03 -0.09
H -4.7344 2.6469 -2.8390 0.34 -0.03 -0.28
H -5.1923 3.3263 -5.2317 0.06 -0.05 -0.02
H -6.5789 3.4247 -4.1452 0.06 0.00 0.05
H -6.4528 2.0620 -5.2537 0.11 0.08 -0.16
H -3.5272 1.6016 -4.8042 0.09 0.07 0.11
H -3.6391 0.5020 -3.5509 0.18 0.17 0.03
C -5.5289 -2.0383 -0.7939 0.50 -0.71 0.13
O -6.8445 -1.8243 -1.2158 -0.09 0.42 0.20
C -7.1329 -2.4015 -2.4548 0.07 -0.60 -0.75
C -8.6217 -2.3181 -2.7278 -0.28 0.12 0.24
C -9.4450 -2.8368 -1.5617 -0.04 -0.70 -0.03
N -8.9579 -3.0982 -3.9442 0.29 0.87 0.29
H -5.4186 -3.0487 -0.3726 -0.04 0.07 0.00
H -5.2624 -1.3241 -0.0163 -0.15 0.12 -0.05
H -4.7970 -1.9759 -1.6103 -0.12 0.25 -0.06
H -6.5798 -1.8882 -3.2601 0.00 0.07 0.09
H -6.8246 -3.4588 -2.5135 -0.04 0.04 0.28
H -8.8532 -1.2481 -2.8463 -0.03 -0.04 -0.08
H -10.5119 -2.8068 -1.7947 0.01 0.34 0.09
H -9.2201 -2.3130 -0.6368 -0.16 0.19 -0.04
H -9.2448 -3.9004 -1.3897 0.22 0.08 -0.08
H -9.8761 -2.7607 -4.2205 -0.07 -0.32 -0.12
H -8.3425 -2.7608 -4.6822 -0.02 -0.20 -0.11
C 8.0812 -1.2839 2.7018 -0.21 -1.10 0.54
O 6.9468 -1.7536 2.0121 -0.27 0.19 -0.48
C 5.7972 -1.8961 2.8224 0.67 0.39 0.57
C 4.5253 -1.5856 2.0625 -0.26 -0.65 0.47
C 4.5932 -0.2621 1.3600 0.73 0.58 -0.86
N 3.4577 -1.5634 3.0689 -0.01 0.09 0.13
H 8.4956 -2.1023 3.3153 0.11 0.14 -0.08
H 7.8073 -0.4974 3.4106 0.20 0.37 -0.31
H 8.8261 -1.0103 1.9626 0.01 0.34 0.04
H 5.7681 -2.9040 3.2593 -0.12 -0.01 -0.07
H 5.8632 -1.1870 3.6603 -0.11 -0.03 -0.03
H 4.3978 -2.4146 1.3502 -0.18 0.27 -0.23
H 4.9997 0.5549 1.9631 -0.33 -0.16 0.41
H 3.6461 0.0612 0.9253 -0.16 -0.13 0.23
H 5.3009 -0.3092 0.5297 -0.07 -0.26 0.02
H 2.6235 -1.1194 2.7107 -0.01 -0.04 -0.05
H 3.2078 -2.4925 3.3848 0.02 -0.07 -0.15
C 2.4024 -5.4658 3.6190 0.51 -0.09 -0.06
O 2.7579 -5.0491 2.3140 -0.42 0.53 0.31
C 2.8399 -6.0911 1.3953 0.93 -1.02 -0.27
C 3.2564 -5.5716 0.0304 -0.87 -0.06 -0.72
C 2.4549 -4.3147 -0.3224 0.17 -0.06 0.17
N 2.9800 -6.6593 -0.9318 0.13 0.15 -0.05
H 1.8790 -6.4230 3.5757 -0.21 0.10 0.19
H 1.7929 -4.6941 4.0881 -0.17 -0.05 -0.10
H 3.3055 -5.5913 4.2293 -0.04 -0.12 -0.03
H 3.5798 -6.8416 1.7210 0.00 0.12 0.00
H 1.9126 -6.6761 1.2776 -0.27 0.44 0.18
H 4.3298 -5.3909 -0.0236 0.03 0.16 0.22
H 1.3933 -4.5770 -0.3444 -0.03 0.08 0.09
H 2.7136 -3.9344 -1.3119 0.13 0.00 0.03
H 2.6086 -3.5387 0.4270 -0.06 0.09 -0.10
H 3.2254 -6.3299 -1.8608 0.18 -0.13 0.03
H 1.9753 -6.8072 -0.9851 0.01 -0.04 0.15
C -3.1978 1.7652 0.0119 -0.29 -0.20 1.10
O -1.8909 1.3247 -0.2918 -0.58 0.01 -0.18
C -1.5070 0.3519 0.6478 0.22 0.07 0.91
C -0.0954 -0.0771 0.3533 0.37 -0.73 0.01
C 0.3430 -1.1730 1.3166 -0.83 -0.39 0.21
N 0.8159 1.0628 0.5299 -0.47 0.04 -0.43
H -3.6135 2.4245 -0.7400 0.12 -0.18 -0.27
H -3.2218 2.2922 0.9799 0.23 0.20 -0.16
H -3.8476 0.9000 0.2051 -0.15 0.03 -0.52
H -1.5674 0.7693 1.6691 0.17 0.12 -0.11
H -2.1847 -0.5143 0.6828 0.01 0.02 -0.45
H -0.1318 -0.4962 -0.6641 0.28 0.25 -0.08
H -0.3364 -2.0350 1.3252 -0.16 0.20 -0.14
H 0.2832 -0.7323 2.3139 0.41 -0.20 0.11
H 1.3091 -1.6229 1.0937 0.23 0.46 0.00
H 0.3357 1.8795 0.1629 0.20 0.08 -0.02
H 1.6441 0.9353 -0.0404 0.04 0.02 0.05
C -2.4298 0.3251 4.4556 -1.20 0.24 -1.66
O -1.5231 -0.7327 4.3544 0.47 -0.02 0.15
C -0.4428 -0.6681 5.2511 0.02 0.62 0.90
C 0.3336 -1.9675 5.3270 -0.31 -0.67 -0.03
C -0.6135 -3.1630 5.2856 -0.49 0.33 -0.47
N 1.0552 -1.9912 6.6161 0.53 0.36 -0.65
H -3.1737 0.2637 5.2556 0.45 -0.20 0.42
H -3.0089 0.2309 3.5248 -0.16 0.05 0.24
H -2.0414 1.3479 4.3768 0.60 -0.21 0.45
H 0.2425 0.1582 5.0026 -0.08 -0.03 -0.21
H -0.8099 -0.4383 6.2657 -0.09 -0.17 -0.06
H 0.9965 -2.0112 4.4518 0.14 -0.04 0.12
H -1.4299 -2.9791 5.9865 0.08 -0.22 0.14
H -0.1500 -4.1258 5.4944 0.23 0.13 0.21
H -1.0714 -3.2343 4.2955 0.03 0.00 0.03
H 1.8459 -2.6198 6.4937 -0.12 -0.15 0.23
H 1.5126 -1.0873 6.7353 -0.10 0.00 0.12
C -1.5691 4.1030 -1.5017 -0.59 1.89 0.26
O -1.2207 5.2725 -2.2468 0.15 -0.42 -0.36
C 0.0056 5.8447 -1.8330 -0.20 -0.67 -0.10
C 0.2064 7.1196 -2.6203 -0.18 0.58 -0.50
C 0.8839 6.8277 -3.9455 0.74 -0.16 -0.69
N 0.9685 8.0936 -1.8497 0.32 -0.01 0.25
H -2.1129 4.5106 -0.6362 0.22 -0.56 0.35
H -0.6927 3.5480 -1.1789 -0.09 -0.36 -0.22
H -2.3135 3.5622 -2.0768 0.39 -0.40 -0.22
H -0.0021 5.9920 -0.7435 0.03 0.24 -0.04
H 0.8077 5.1330 -2.0783 0.12 0.10 0.26
H -0.7899 7.4923 -2.8997 -0.09 -0.06 0.36
H 0.2802 6.1389 -4.5398 -0.05 0.01 0.07
H 1.8853 6.3908 -3.8497 -0.19 -0.14 0.41
H 1.0805 7.7055 -4.5701 -0.44 0.20 0.23
H 0.6387 8.1699 -0.8960 -0.12 -0.07 -0.03
H 0.9127 9.0208 -2.2495 0.04 -0.06 -0.15
C 4.8548 1.0008 -1.8870 0.20 -0.07 -0.72
O 5.9059 1.7423 -2.4633 0.10 0.18 -0.13
C 6.9800 1.9416 -1.5594 -0.73 -0.24 0.03
C 8.0826 2.7229 -2.2543 -1.07 0.38 0.14
C 9.2702 2.7671 -1.3313 0.51 0.04 0.22
N 7.5949 4.0952 -2.5597 0.36 -0.69 0.24
H 4.0596 0.9768 -2.6319 -0.12 0.06 0.13
H 4.4973 1.4585 -0.9603 0.01 -0.09 0.06
H 5.1867 -0.0323 -1.7316 -0.12 0.03 0.33
H 6.5696 2.5258 -0.7179 0.37 -0.07 0.17
H 7.3126 0.9639 -1.1815 0.14 0.06 -0.02
H 8.2633 2.2152 -3.2029 0.34 0.01 0.02
H 10.1908 3.0739 -1.8253 -0.04 -0.01 -0.07
H 9.4215 1.7952 -0.8597 0.17 -0.06 -0.14
H 9.1007 3.4673 -0.5075 -0.11 0.06 -0.09
H 6.6562 3.9820 -2.9327 0.03 0.17 -0.12
H 7.4792 4.5269 -1.6457 -0.08 0.29 -0.15
```
Forces are in eV/Å.

For the energy above the lowest of the compared OMol25 structures with the same formula, charge and spin, the calculation gives 34.58 kcal/mol. The SMILES is COC[C@H](C)N.COC[C@H](C)N.COC[C@H](C)N.COC[C@H](C)N.COC[C@H](C)N.COC[C@H](C)N.COC[C@H](C)N.COC[C@H](C)N. Its net charge is 0. As for the HOMO energy: -9.2 eV. The value obtained for the max |F| is 2.1 eV/Å.

This record from the OMol25 dataset describes 2 unconnected molecules or ions with the total composition C4H10N2. The level of theory is ωB97M-V with the def2-TZVPD basis set.

```
16
Properties=species:S:1:pos:R:3:forces:R:3
C 0.9145 0.3527 -1.8870 0.04 0.26 -2.49
C 1.8646 1.2909 -1.7051 0.42 -2.30 0.30
N 2.4087 1.6520 -0.4559 -0.48 0.51 0.18
H 0.2481 -0.0423 -1.1036 0.25 0.17 -0.41
H 0.8109 -0.0169 -3.0105 -0.08 0.76 2.63
H 2.6092 1.4783 -2.4847 -0.60 0.26 -0.15
H 1.7540 1.8815 0.2809 -0.28 -0.41 -0.08
H 2.9860 2.4504 -0.5778 0.63 0.71 0.06
C -0.9139 -0.8488 2.0462 -0.25 0.19 -3.17
C -2.5706 -1.4980 0.5237 -1.05 -0.48 0.87
N -1.4736 -0.8643 0.7321 0.36 1.48 -1.73
H -0.3838 0.0582 2.0913 0.98 1.00 0.76
H -1.6779 -0.9273 2.7245 -1.50 -0.37 2.42
H -0.3011 -1.6917 1.9049 1.59 -1.54 1.32
H -3.0463 -1.5116 -0.4380 0.06 -0.10 -0.52
H -3.2290 -1.7631 1.3591 -0.09 -0.12 -0.01
```
Forces are in eV/Å.

Its expectation value of S² is 0.752. As for the spin multiplicity: 2. For the energy above the lowest of the compared OMol25 structures with the same formula, charge and spin, the calculation gives 47.45 kcal/mol. Its net charge is -1. As for the HOMO energy (alpha / beta): 1.3 / -4.1 eV. The value obtained for the max |F| is 3.2 eV/Å.

- net charge of number 2 (C32H88N8O8)?
  0

- Which of these has the highest net charge?
  C20H32Cl4Cu2O16S

- net charge of number 1 (C20H32Cl4Cu2O16S)?
  +2

- The highest net charge belongs to which entry?
  C20H32Cl4Cu2O16S